## i
The following is a quantum chemistry calculation of an isolated ion of composition C5H15N2 and charge +1, from the Open Molecules 2025 dataset.

Each line ends with the Mulliken charge.
Cartesian coordinates (Å):
N -1.710 -1.446 -0.894  -0.49
C -1.195 -0.070 -0.883  -0.19
C -1.997 1.053 -0.006  -1.05
C 0.392 -0.041 -1.043  -0.46
N 0.923 -0.868 0.139  -0.23
C 2.061 -0.292 0.934  -0.48
C 1.604 0.994 1.477  -0.91
H -1.951 -1.736 -1.837  0.22
H 0.072 -0.961 0.701  0.34
H -2.344 -1.757 -0.170  0.20
H -1.491 0.282 -1.838  0.42
H -2.700 1.631 -0.720  0.30
H -1.290 1.782 0.331  0.36
H -2.636 0.487 0.715  0.29
H 0.470 -0.685 -2.028  0.31
H 0.920 0.810 -1.016  0.34
H 1.118 -1.759 -0.232  0.36
H 2.491 -1.117 1.601  0.34
H 2.778 -0.284 0.091  0.38
H 0.634 0.856 1.960  0.28
H 1.566 1.655 0.563  0.27
H 2.287 1.465 2.154  0.39

Results
Charge: +1
SMILES: CC[NH2+]C[C@H](C)N
Orbital gap, eV: 10.59
LUMO energy, eV: -2.8953

=====

## ii
The following is a quantum chemistry calculation of an isolated ion of composition C5H15N2 and charge +1, from the Open Molecules 2025 dataset.

Each line ends with the Mulliken charge.
Cartesian coordinates (Å):
N 1.094 -1.000 -0.664  -0.61
C -0.147 -0.362 -0.197  0.46
C -0.150 1.157 -0.244  -0.95
C 1.033 1.825 0.467  -0.60
C 0.997 1.594 1.979  -1.12
C -1.251 -0.962 -1.046  -1.01
N -1.344 -2.433 -0.736  -0.26
H 1.908 -0.493 -0.329  0.30
H -0.458 -2.936 -0.628  0.37
H 1.176 -0.918 -1.675  0.26
H -0.299 -0.741 0.820  0.28
H -1.023 1.515 0.309  0.34
H -0.251 1.577 -1.252  0.36
H 0.829 2.898 0.378  0.31
H 2.005 1.673 0.008  0.44
H 1.215 0.538 2.184  0.27
H -0.021 1.707 2.353  0.31
H 1.709 2.185 2.545  0.37
H -2.242 -0.535 -0.879  0.39
H -1.058 -0.858 -2.112  0.39
H -1.919 -2.874 -1.454  0.36
H -1.802 -2.557 0.173  0.36

Results
Charge: +1
SMILES: CCC[C@H](N)C[NH3+]
Orbital gap, eV: 10.26
LUMO energy, eV: -3.5701

=====

## iii
The following is a quantum chemistry calculation of an isolated ion of composition C5H15N2 and charge +1, from the Open Molecules 2025 dataset.

Each line ends with the Mulliken charge.
Cartesian coordinates (Å):
N -2.276 -1.173 1.020  -0.32
C -1.844 -1.276 -0.454  -0.46
C -1.166 0.036 -0.744  -0.77
N -0.191 0.343 0.300  -0.16
C 1.158 -0.308 0.237  -0.67
C 2.324 0.644 0.306  -0.51
C 2.348 1.723 -0.829  -1.01
H -1.392 -1.084 1.554  0.32
H -2.892 -0.360 1.103  0.34
H -2.863 -1.936 1.340  0.34
H -1.286 -2.202 -0.616  0.35
H -2.887 -1.280 -0.934  0.36
H -1.116 0.439 -1.762  0.37
H -1.922 0.796 -0.504  0.40
H -0.114 1.295 0.608  0.20
H 1.096 -1.045 -0.589  0.39
H 1.183 -0.882 1.199  0.25
H 3.260 0.120 0.512  0.40
H 2.021 1.144 1.255  0.27
H 2.155 2.774 -0.553  0.30
H 1.723 1.293 -1.614  0.25
H 3.378 1.832 -1.212  0.32

Results
Charge: +1
SMILES: CCCNCC[NH3+]
Orbital gap, eV: 9.58
LUMO energy, eV: -3.4855

=====

Which of them is most stable, and which least? Most stable: ii; least stable: i.

=====

## i
The following is a quantum chemistry calculation of a 2-piece molecular cluster, CHCl2FS overall, from the Open Molecules 2025 dataset.

Each line ends with the Mulliken charge.
Cartesian coordinates (Å):
C 0.711 -0.015 0.493  0.31
F 0.183 -0.321 1.642  -0.12
S -1.693 -0.787 -1.216  -0.15
Cl 2.013 -0.966 -0.008  -0.06
Cl 0.715 1.688 0.219  -0.07
H -1.929 0.401 -1.131  0.10

Results
Charge: 0
Orbital gap (alpha / beta), eV: 8.88 / 6.85
LUMO energy (alpha / beta), eV: -0.8627 / -2.1566

=====

## ii
The following is a quantum chemistry calculation of a 2-piece molecular cluster, CHCl2FS overall, from the Open Molecules 2025 dataset.

Each line ends with the Mulliken charge.
Cartesian coordinates (Å):
C 1.428 -3.071 -0.709  0.26
F 0.413 0.227 -0.699  -0.39
S 2.713 -2.942 0.297  -0.14
Cl 1.499 -2.564 -2.350  -0.05
Cl 0.033 -3.990 -0.466  -0.06
H 0.344 -0.297 0.093  0.39

Results
Charge: 0
SMILES: S=C(Cl)Cl.F
Orbital gap, eV: 8.54
LUMO energy, eV: -1.2009

=====

Which of them is most stable, and which least? Most stable: ii; least stable: i.

=====

## i
The following is a quantum chemistry calculation of C6H13NO4 as an isolated structure, from the Open Molecules 2025 dataset.

Each line ends with the Mulliken charge.
Cartesian coordinates (Å):
C -1.787 -0.239 -0.930  -0.10
C -1.105 0.113 0.221  0.20
C 0.813 1.441 0.739  -0.69
C 1.609 0.513 -0.291  -0.02
C 1.186 -1.009 -0.069  -0.47
C -0.198 -1.061 0.746  -0.02
H -2.294 1.749 -0.821  0.37
H -2.470 -1.123 -0.552  0.24
H -0.892 -0.495 -1.665  0.21
H -1.731 -0.175 1.335  -0.19
H -0.895 1.817 1.124  0.25
H 1.072 0.669 1.801  0.23
H 1.318 2.503 1.004  0.33
H 2.784 0.369 -0.283  0.28
H 1.838 0.555 -2.362  0.39
H 1.891 -1.439 0.594  0.61
H 1.237 -2.471 -1.531  0.32
H -0.471 -2.179 0.396  0.28
H -0.663 -0.252 2.442  0.44
N -0.545 1.401 0.329  -0.37
O -2.705 0.842 -1.269  -0.57
O 0.994 0.896 -1.494  -0.58
O 0.893 -1.512 -1.535  -0.54
O 0.118 -0.911 2.071  -0.60

Results
Charge: 0
Orbital gap, eV: 9.14
LUMO energy, eV: 0.3160

=====

## ii
The following is a quantum chemistry calculation of one molecule with the formula C6H13NO4, from the Open Molecules 2025 dataset.

Each line ends with the Mulliken charge.
Cartesian coordinates (Å):
C 2.505 0.092 -0.332  -0.03
C 1.384 1.119 -0.238  -0.94
C -0.007 0.555 -0.412  0.15
C -2.257 0.816 -0.046  -0.70
C -1.946 -0.653 0.219  0.19
C -0.383 -0.726 0.304  -0.31
H 2.062 -0.789 1.340  0.42
H 3.456 0.616 -0.633  0.34
H 2.888 -1.414 -1.424  0.33
H 1.458 1.697 0.710  0.24
H 1.547 1.889 -1.030  0.39
H -0.225 0.382 -1.481  0.33
H -0.768 1.659 1.024  0.38
H -2.735 1.039 -1.021  0.36
H -2.985 1.185 0.729  0.28
H -2.460 -0.973 1.145  0.32
H -3.206 -1.405 -1.018  0.32
H -0.026 -1.644 -0.226  0.31
H -0.177 -1.411 2.134  0.38
N -0.973 1.558 0.023  -0.58
O 2.869 -0.614 0.843  -0.58
O 2.148 -0.804 -1.350  -0.47
O -2.266 -1.528 -0.887  -0.53
O 0.097 -0.648 1.627  -0.60

Results
Charge: 0
SMILES: OC(O)C[C@@H]1NC[C@@H](O)[C@@H]1O
Orbital gap, eV: 10.04
LUMO energy, eV: 0.6118

=====

Which of them is most stable, and which least? Most stable: ii; least stable: i.

=====

## i
The following is a quantum chemistry calculation of one molecule with the formula C12H23N3O3, from the Open Molecules 2025 dataset.

Each line ends with the Mulliken charge.
Cartesian coordinates (Å):
C -5.202 -2.041 0.020  -0.96
N -5.611 -0.655 0.066  0.06
C -6.031 -0.263 1.393  -0.96
H -6.333 0.783 1.380  0.29
H -5.253 -0.398 2.159  0.34
H -6.893 -0.868 1.676  0.34
C -4.677 0.259 -0.556  -1.12
C -3.293 0.386 0.104  0.12
H -2.800 -0.588 0.117  0.20
H -3.405 0.728 1.135  0.27
C -2.417 1.375 -0.661  -0.92
N -1.107 1.492 -0.070  -0.09
C 0.025 1.088 -0.648  0.62
O 0.145 0.620 -1.768  -0.72
C 1.236 1.285 0.272  0.53
O 1.119 1.712 1.407  -0.71
N 2.374 0.946 -0.342  -0.05
C 3.672 0.950 0.276  -1.02
H 3.578 1.476 1.229  0.34
H 4.382 1.485 -0.361  0.28
C 4.189 -0.479 0.555  0.34
C 4.581 -1.223 -0.726  -0.61
H 4.558 -2.297 -0.542  0.34
C 6.021 -0.752 -0.946  -0.58
H 6.046 0.128 -1.588  0.28
C 6.497 -0.401 0.474  -0.52
H 7.220 -1.126 0.859  0.33
O 5.366 -0.442 1.331  -0.49
H 6.954 0.596 0.512  0.26
H 6.640 -1.522 -1.400  0.36
H 3.927 -0.996 -1.564  0.27
H 3.433 -1.011 1.142  0.34
H 2.261 0.586 -1.283  0.27
H -1.017 1.829 0.882  0.27
H -2.894 2.360 -0.680  0.31
H -2.267 1.034 -1.689  0.37
H -4.545 -0.067 -1.592  0.32
H -5.152 1.245 -0.575  0.34
H -4.888 -2.290 -0.992  0.29
H -6.059 -2.664 0.279  0.34
H -4.383 -2.281 0.714  0.34

Results
Charge: 0
SMILES: CN(C)CCCNC(=O)C(=O)NC[C@H]1CCCO1
Orbital gap, eV: 9.18
LUMO energy, eV: 0.7643

=====

## ii
The following is a quantum chemistry calculation of one molecule with the formula C12H23N3O3, from the Open Molecules 2025 dataset.

Each line ends with the Mulliken charge.
Cartesian coordinates (Å):
O -0.067 3.835 -1.259  -0.61
O -0.958 -3.089 0.877  -0.64
O 0.537 1.256 2.583  -0.68
C 0.015 2.637 -1.580  0.60
C -0.714 -2.414 1.850  0.08
C 0.744 0.861 1.446  0.12
N -1.473 -2.402 2.942  -0.11
N 0.832 -0.507 1.127  -0.07
N 0.623 1.603 -0.935  -0.13
C -0.639 2.157 -2.880  -1.09
C -2.828 -2.918 2.904  -0.95
C 3.129 4.672 0.367  -1.60
C 4.248 3.413 -1.345  -1.67
C 2.990 3.379 -0.452  1.18
C 1.764 -2.713 1.756  -1.62
C 2.637 2.114 0.379  -1.27
C 0.650 -1.660 2.004  0.09
C 1.059 1.891 0.441  0.54
H -1.012 -1.860 3.688  0.30
H 0.890 -0.680 0.222  0.20
H 0.768 0.691 -1.329  0.24
H -0.257 1.124 -3.064  0.24
H -1.728 2.247 -2.857  0.27
H -0.343 2.785 -3.637  0.37
H -3.281 -2.840 1.906  0.30
H -2.907 -3.983 3.054  0.30
H -3.519 -2.330 3.462  0.39
H 2.950 5.494 -0.287  0.47
H 2.230 4.675 1.026  0.34
H 4.003 4.763 0.988  0.37
H 5.069 3.317 -0.753  0.50
H 4.186 2.511 -1.987  0.40
H 4.302 4.452 -1.942  0.29
H 2.338 3.624 -1.290  -0.07
H 2.744 -2.304 2.007  0.35
H 1.612 -2.867 0.702  0.41
H 1.576 -3.722 2.167  0.38
H 2.996 2.322 1.369  0.46
H 3.175 1.249 0.030  0.35
H 0.837 -1.418 3.019  0.66
H 0.615 2.823 0.962  0.31

Results
Charge: 0
SMILES: CNC(=O)[C@@H](C)NC(=O)[C@@H](CC(C)C)NC(C)=O
Orbital gap, eV: 10.17
LUMO energy, eV: 0.4982

=====

Which of them is most stable, and which least? Most stable: i; least stable: ii.